(1)
15
Properties=species:S:1:pos:R:3 method="wB97M-V/def2-TZVPD" total_charge=0 e_above_lowest_kj_mol=167.1 homo_ev=-8.35 max_force_ev_per_a=4.199
H 0.962 1.499 1.684
I 2.385 -1.414 0.568
N -0.461 -0.937 -0.117
H 0.307 2.194 -1.864
O 2.145 0.660 -1.478
H -0.719 0.981 1.383
H 0.233 -0.024 2.429
C 1.129 0.784 -0.883
O 0.085 1.582 -1.231
O -1.365 -1.414 0.574
H -1.168 -1.803 -1.522
Br -3.984 -1.263 0.035
O -0.448 -1.270 -1.376
C 0.280 0.574 1.541
C 0.618 -0.147 0.255



(2)
11
Properties=species:S:1:pos:R:3 method="wB97M-V/def2-TZVPD" total_charge=-1 e_above_lowest_kj_mol=0.0 homo_ev=-3.87 max_force_ev_per_a=2.926
H 1.622 -1.044 0.009
N 0.790 0.533 1.552
C 0.108 1.438 0.933
Br 1.171 -1.159 -3.569
H 0.382 0.965 -1.400
H -0.995 0.212 -0.607
C 0.049 0.555 -0.423
H 0.049 2.541 1.304
H 0.063 -1.235 0.798
O 1.472 0.454 2.603
C 0.746 -0.493 0.423



(3)
12
Properties=species:S:1:pos:R:3 method="wB97M-V/def2-TZVPD" total_charge=0 e_above_lowest_kj_mol=333.7 homo_ev=-9.68 max_force_ev_per_a=4.702
C 0.669 0.282 -0.941
C 1.097 0.174 1.073
H 0.980 -0.668 -1.497
S 0.089 -1.155 1.501
O -0.674 -1.119 2.729
Br -1.940 -0.661 -0.406
H 1.343 1.149 -1.103
H -0.853 1.627 -0.450
C -0.745 0.726 -1.054
H -1.149 0.748 -2.018
O 0.526 -2.360 0.960
H 0.658 1.257 1.205



(4)
11
Properties=species:S:1:pos:R:3 method="wB97M-V/def2-TZVPD" total_charge=0 e_above_lowest_kj_mol=505.8 homo_ev="-8.46 / -9.21" max_force_ev_per_a=7.410
H 0.457 -0.801 0.211
S -1.019 0.190 -1.375
O -0.832 0.325 -2.791
C 0.313 -1.013 -0.796
C -0.259 1.867 1.167
Br 1.699 2.122 -1.195
H 1.298 -0.783 -1.202
H 0.260 2.607 1.711
H -0.868 1.133 1.636
H -0.146 -2.012 -1.097
C 0.074 1.471 -0.581



(5)
10
Properties=species:S:1:pos:R:3 method="wB97M-V/def2-TZVPD" total_charge=0 e_above_lowest_kj_mol=208.8 homo_ev="-8.25 / -8.25" max_force_ev_per_a=1.662
C 0.416 -0.558 0.188
H 0.549 0.783 1.925
C 0.118 -1.261 -1.052
H 0.847 -1.056 -1.819
C 0.030 0.655 0.963
H -1.087 0.702 1.108
H 0.254 1.429 0.211
H -0.971 -1.460 -1.163
S 0.739 -2.172 0.426
Br 3.280 0.314 -0.320



(6)
12
Properties=species:S:1:pos:R:3 method="wB97M-V/def2-TZVPD" total_charge=+1 e_above_lowest_kj_mol=814.1 homo_ev=-11.50 max_force_ev_per_a=8.309
Ca 1.763 2.087 -0.495
H 0.560 -1.167 -1.388
H -0.940 -1.556 0.730
O -0.959 0.242 -0.174
O -1.526 2.013 0.866
H -1.214 2.901 1.081
C -0.518 -1.344 -0.262
O 1.741 0.185 -0.262
C 0.865 -0.825 -0.132
H 1.362 -1.580 0.512
C -0.553 1.371 0.270
H -0.581 -2.327 -0.746



| no. | E_tot (Eh) |
| --- | --- |
| 1 | -3344.5513 |
| 2 | -2821.2843 |
| 3 | -3239.8112 |
| 4 | -3164.5389 |
| 5 | -3089.4095 |
| 6 | -1020.1325 |